Arrangement w

CH4BrFSi | ωB97M-V/def2-TZVPD

Output
* E_HOMO: -9.30 eV
* frontier orbital gap: 7.1 eV

Last column: natural (NBO) charge in e.
Geometry (Å):
1 Br 2.592 -1.095 -0.006  -0.280
2 Si 0.581 -0.199 0.759  1.511
3 F 0.290 2.735 -0.312  -0.787
4 C -0.916 -0.438 -0.369  -1.187
5 H -0.461 -0.002 -1.364  0.318
6 H -1.314 -1.386 -0.707  0.281
7 H -1.676 0.363 -0.120  0.308
8 H 0.904 0.021 2.119  -0.164

---

Arrangement x

CH4BrFSi | ωB97M-V/def2-TZVPD

Output
* E_HOMO: -8.63 eV
* frontier orbital gap: 8.3 eV

Last column: natural (NBO) charge in e.
Geometry (Å):
1 Br -1.625 -1.982 0.240  -0.415
2 Si -0.055 -0.683 1.157  0.940
3 F -1.682 2.571 0.151  -0.561
4 C 1.170 -0.862 -0.194  -1.282
5 H -2.220 3.331 0.233  0.562
6 H 0.763 -0.339 -0.991  0.252
7 H 2.106 -0.176 0.028  0.234
8 H 1.543 -1.860 -0.624  0.269

---

What should be chosen as the most stable of them? Choose arrangement x.

---

Arrangement w

C2H6O2 | ωB97M-V/def2-TZVPD

Output
* E_HOMO: -9.48 eV
* frontier orbital gap: 10.3 eV
* SMILES: CC=O.O

Last column: natural (NBO) charge in e.
Geometry (Å):
1 O -0.890 0.864 0.482  -0.519
2 O 1.382 -0.595 1.321  -0.940
3 C -0.483 -0.631 -1.351  -0.727
4 C -0.495 0.687 -0.647  0.434
5 H -1.222 -0.760 -2.147  0.236
6 H 1.979 0.048 1.709  0.471
7 H -0.035 1.578 -1.090  0.103
8 H 1.284 -1.281 1.997  0.472
9 H -0.813 -1.381 -0.642  0.234
10 H 0.556 -0.785 -1.646  0.236

---

Arrangement x

C2H6O2 | ωB97M-V/def2-TZVPD

Output
* E_HOMO: -10.23 eV
* frontier orbital gap: 11.2 eV
* SMILES: CC=O.O

Last column: natural (NBO) charge in e.
Geometry (Å):
1 O 0.620 -1.413 1.234  -0.939
2 O -0.929 1.006 0.398  -0.552
3 C 0.196 -0.138 -1.381  -0.740
4 C 0.006 0.981 -0.380  0.428
5 H 0.493 0.341 -2.318  0.228
6 H 0.854 -0.921 -1.020  0.275
7 H -0.800 -0.551 -1.544  0.236
8 H -0.045 -0.758 0.972  0.467
9 H -0.052 -1.967 1.633  0.464
10 H 0.547 1.941 -0.368  0.134

---

What should be chosen as the most stable of them? Choose arrangement w.

---

Arrangement w

C2H6O2 | ωB97M-V/def2-TZVPD

Output
* E_HOMO: -8.80 eV
* frontier orbital gap: 9.4 eV

Last column: natural (NBO) charge in e.
Geometry (Å):
1 O -1.317 -0.679 -0.031  -0.281
2 O -1.782 0.589 -0.379  -0.430
3 C 0.082 -0.715 -0.156  0.143
4 C 0.974 0.221 0.467  -0.706
5 H -2.132 0.968 0.502  0.462
6 H 0.283 -1.740 -0.094  0.186
7 H 1.041 1.245 -0.081  0.235
8 H 1.935 -0.208 0.269  0.238
9 H 0.210 -0.101 -1.922  -0.060
10 H 0.705 0.420 1.427  0.214

---

Arrangement x

C2H6O2 | ωB97M-V/def2-TZVPD

Output
* E_HOMO: -8.85 eV
* frontier orbital gap: 9.6 eV
* SMILES: C=CO.O

Last column: natural (NBO) charge in e.
Geometry (Å):
1 O 1.889 1.655 1.582  -0.920
2 O -2.015 -0.120 -0.696  -0.689
3 C 0.112 -0.879 -0.252  -0.505
4 C -0.875 -0.655 -1.106  0.142
5 H 1.121 -1.310 -0.610  0.200
6 H 1.819 0.825 2.033  0.465
7 H -0.716 -0.908 -2.223  0.169
8 H 1.292 2.195 1.919  0.456
9 H 0.153 -0.737 0.737  0.188
10 H -2.780 -0.066 -1.384  0.493

---

What should be chosen as the most stable of them? Choose arrangement x.

---

Arrangement w

C4H8OS2 | ωB97M-V/def2-TZVPD

Output
* E_HOMO: -8.70 eV
* frontier orbital gap: 9.0 eV
* SMILES: CCSC(=S)OC

Last column: natural (NBO) charge in e.
Geometry (Å):
1 S 1.958 0.268 -0.171  0.316
2 S 1.783 -2.613 0.124  -0.118
3 O -0.405 -0.916 0.223  -0.527
4 C -1.290 -2.089 0.450  -0.278
5 C -0.117 2.014 -0.857  -0.637
6 C 0.937 -1.167 0.191  0.053
7 C 0.766 1.557 0.270  -0.579
8 H -0.944 2.721 -0.495  0.225
9 H 0.255 1.208 1.187  0.235
10 H 1.313 2.362 0.786  0.233
11 H -0.412 1.110 -1.542  0.233
12 H -0.774 -2.818 1.147  0.214
13 H 0.455 2.776 -1.618  0.210
14 H -1.285 -2.645 -0.561  0.210
15 H -2.239 -1.767 0.866  0.210

---

Arrangement x

C4H8OS2 | ωB97M-V/def2-TZVPD

Output
* E_HOMO: -9.09 eV
* frontier orbital gap: 8.7 eV

Last column: natural (NBO) charge in e.
Geometry (Å):
1 S -1.253 -0.814 1.569  -0.059
2 S -0.548 2.070 -0.802  0.001
3 O 1.575 -0.103 0.901  -0.713
4 C -0.716 -0.852 -0.219  -0.391
5 C 0.916 -0.578 -0.288  0.212
6 C 1.892 -1.326 -1.189  -0.660
7 C -0.042 0.338 -1.045  -0.402
8 H -0.142 2.101 1.025  0.161
9 H 1.411 -2.181 -1.841  0.223
10 H 0.859 -0.336 1.618  0.480
11 H 2.622 -2.037 -0.492  0.244
12 H 2.554 -0.715 -2.108  0.237
13 H -2.142 0.248 1.464  0.158
14 H -0.099 -0.016 -2.184  0.263
15 H -1.155 -1.843 -0.511  0.247

---

Arrangement y

C4H8OS2 | ωB97M-V/def2-TZVPD

Output
* E_HOMO: -8.50 eV
* frontier orbital gap: 9.0 eV

Last column: natural (NBO) charge in e.
Geometry (Å):
1 S -1.406 0.150 -0.058  0.272
2 S 0.596 -1.661 -1.207  -0.158
3 O 1.096 0.431 0.406  -0.504
4 C 2.014 2.170 1.846  -0.611
5 C 0.260 -0.271 -0.311  0.065
6 C 0.793 1.585 1.174  -0.117
7 C -2.317 -1.155 -0.845  -0.797
8 H -0.155 1.361 1.868  0.213
9 H -1.741 -1.967 -0.281  0.261
10 H 2.205 1.836 3.238  0.204
11 H -3.500 -1.156 -0.667  0.257
12 H 2.932 2.210 1.170  0.247
13 H 0.471 2.337 0.415  0.192
14 H 1.533 3.223 2.025  0.223
15 H -2.062 -1.080 -1.968  0.254

---

What should be chosen as the most stable of them? Choose arrangement w.

---

Arrangement w

C4H13NOS2 | ωB97M-V/def2-TZVPD

Output
* E_HOMO: -8.76 eV
* frontier orbital gap: 9.3 eV
* SMILES: CCSSCCN.O

Last column: natural (NBO) charge in e.
Geometry (Å):
1 S -0.226 1.264 1.143  0.071
2 S -0.092 -0.499 2.108  0.077
3 O 1.938 0.265 -3.190  -0.935
4 N 2.732 -1.183 0.392  -0.824
5 C 0.283 -1.723 0.813  -0.550
6 C 1.375 -1.327 -0.143  -0.244
7 C -2.665 1.460 -0.253  -0.638
8 C -2.003 1.667 1.119  -0.538
9 H -2.082 2.702 1.442  0.222
10 H 1.249 -0.359 -0.630  0.188
11 H 2.075 0.302 -2.239  0.469
12 H -3.463 0.724 -0.125  0.220
13 H 2.704 -0.517 1.157  0.352
14 H -3.149 2.380 -0.610  0.212
15 H 1.315 0.985 -3.372  0.466
16 H -1.952 1.328 -1.061  0.222
17 H 0.583 -2.624 1.355  0.225
18 H 3.051 -2.020 0.880  0.345
19 H 1.436 -1.994 -0.987  0.208
20 H -0.648 -1.914 0.285  0.220
21 H -2.462 1.082 1.915  0.231

---

Arrangement x

C4H13NOS2 | ωB97M-V/def2-TZVPD

Output
* E_HOMO: -8.79 eV
* frontier orbital gap: 4.9 eV

Last column: natural (NBO) charge in e.
Geometry (Å):
1 S 0.464 1.638 -1.392  0.155
2 S -0.110 -2.144 0.455  0.024
3 O 0.195 0.028 2.500  -0.979
4 N -3.043 -0.092 0.594  -0.811
5 C 1.675 0.897 -0.314  -0.611
6 C -1.794 0.144 -0.106  -0.261
7 C 3.138 1.192 -0.841  -0.607
8 C -0.924 -0.964 -0.574  -0.620
9 H 3.048 2.189 -1.279  0.211
10 H 3.418 0.581 -1.701  0.219
11 H 3.794 1.193 0.022  0.218
12 H 1.472 -0.191 -0.355  0.249
13 H -3.709 -0.734 0.177  0.352
14 H -0.042 -0.668 1.831  0.451
15 H -1.976 0.723 -1.005  0.202
16 H -1.552 -1.664 -1.178  0.261
17 H 1.644 1.122 0.761  0.246
18 H 1.065 -0.282 2.778  0.460
19 H -2.826 -0.542 1.480  0.357
20 H -1.204 0.784 0.552  0.220
21 H -0.280 -0.535 -1.395  0.265

---

What should be chosen as the most stable of them? Choose arrangement w.

---

Arrangement w

C4H11N2 | ωB97M-V/def2-TZVPD

Output
* E_HOMO: -15.25 eV
* frontier orbital gap: 10.1 eV
* SMILES: CCC/[NH+]=C\N
* charge: +1

Last column: natural (NBO) charge in e.
Geometry (Å):
1 N 1.383 -0.682 0.530  -0.561
2 N 1.978 1.574 0.270  -0.753
3 C -2.451 -0.233 -0.681  -0.601
4 C -0.127 -0.281 0.485  -0.228
5 C -1.088 -0.992 -0.586  -0.406
6 C 2.135 0.384 0.710  0.453
7 H -0.499 -0.458 1.497  0.225
8 H 2.906 2.117 -0.044  0.469
9 H -0.127 0.773 0.302  0.171
10 H 1.179 2.198 0.464  0.454
11 H 1.518 -1.410 -0.126  0.462
12 H -1.107 -2.113 -0.440  0.228
13 H -2.905 -0.240 0.326  0.215
14 H -3.151 -0.681 -1.379  0.245
15 H 3.090 0.082 1.138  0.223
16 H -0.561 -0.822 -1.535  0.200
17 H -2.173 0.785 -0.930  0.205

---

Arrangement x

C4H11N2 | ωB97M-V/def2-TZVPD

Output
* E_HOMO: -12.84 eV
* frontier orbital gap: 9.2 eV
* SMILES: NCC/C=C/[NH3+]
* charge: +1

Last column: natural (NBO) charge in e.
Geometry (Å):
1 N -2.150 1.786 0.062  -0.719
2 N 1.133 -1.127 -1.526  -0.851
3 C -0.663 1.435 0.388  -0.151
4 C 0.862 -0.528 0.995  -0.489
5 C -0.306 0.120 0.436  -0.057
6 C 1.437 -1.493 -0.125  -0.209
7 H -2.447 2.562 0.784  0.480
8 H 1.076 -1.929 -2.036  0.368
9 H -1.104 -0.556 -0.159  0.206
10 H -2.217 2.017 -0.899  0.441
11 H -0.099 2.287 0.916  0.241
12 H 2.600 -1.538 0.098  0.205
13 H 0.333 -1.228 1.731  0.265
14 H -2.652 0.849 0.067  0.456
15 H 1.803 -0.548 -2.029  0.374
16 H 1.475 0.320 1.264  0.236
17 H 0.920 -2.430 0.033  0.205

---

What should be chosen as the most stable of them? Choose arrangement w.